# C17H43BF4HfN3O5PTe

A structure of composition C17H43BF4HfN3O5PTe (ωB97M-V/def2-TZVPD, the Open Molecules 2025 dataset).

Computed properties:
* energy above the lowest of the compared OMol25 structures with the same formula, charge and spin: 150.0 kJ/mol
* LUMO: -7.9461 eV

Geometry as ORCA input:
```
! wB97M-V def2-TZVPD RIJCOSX def2/J DEFGRID3
* xyz 2 1
Hf 1.546 -0.366 -0.009
N -0.287 3.552 2.379
C 0.804 3.288 3.288
C 2.077 3.021 2.388
C 1.947 1.774 1.473
O 1.728 1.922 0.182
O 2.073 0.552 1.873
H -0.151 4.358 1.789
H -1.235 3.655 2.763
H 0.680 2.442 3.985
H 1.108 4.258 3.819
H 2.885 2.962 3.133
H 2.239 3.980 1.888
C 4.638 0.180 -0.345
N 3.495 -0.147 -1.243
C 3.863 -1.413 -1.920
C 3.180 0.967 -2.184
C 1.869 0.743 -2.972
N 0.727 0.353 -2.116
C -0.224 1.428 -1.773
C 0.025 -0.758 -2.790
H 5.630 0.193 -0.817
H 4.628 -0.537 0.466
H 4.477 1.157 0.113
H 3.625 -1.436 -3.008
H 3.380 -2.253 -1.435
H 4.986 -1.643 -1.854
H 4.021 1.118 -2.854
H 3.108 1.950 -1.675
H 2.033 -0.035 -3.726
H 1.657 1.639 -3.497
H -1.094 1.308 -2.442
H 0.226 2.417 -1.810
H -0.643 1.243 -0.762
H -0.476 -0.391 -3.694
H -0.724 -1.091 -2.071
H 0.750 -1.588 -3.040
C -3.599 7.224 -1.582
Te -2.499 7.995 0.185
C -3.305 6.860 1.840
H -2.965 6.936 -2.391
H -4.334 7.952 -1.953
H -4.122 6.372 -1.138
H -3.316 7.584 2.659
H -2.578 6.036 2.078
H -4.259 6.416 1.499
F -0.330 -0.437 0.267
B -4.076 2.594 -1.041
F -5.404 2.663 -0.901
F -3.476 1.433 -1.106
F -3.446 3.676 -1.491
C -0.911 -6.581 -2.734
C -1.043 -6.865 -1.271
O -2.329 -6.390 -0.780
P -2.406 -4.897 -0.157
O -3.493 -4.980 0.975
C -3.744 -4.040 2.040
C -2.473 -3.526 2.782
O 1.750 -2.066 0.732
C 1.665 -3.158 1.660
C 1.954 -2.622 3.082
H 0.104 -6.934 -3.078
H -0.990 -5.507 -2.990
H -1.675 -7.216 -3.230
H -0.278 -6.424 -0.606
H -1.093 -7.949 -1.058
H -4.371 -4.586 2.797
H -4.364 -3.204 1.606
H -2.118 -4.287 3.473
H -2.721 -2.586 3.266
H -1.645 -3.390 2.034
H 2.501 -3.808 1.254
H 0.733 -3.666 1.532
H 3.066 -2.345 3.110
H 1.660 -3.355 3.878
H 1.356 -1.724 3.256
*
```

Atomic partial charges in e from the Mulliken method, atoms 1 to 4:
1. Hf 1.85
2. N -0.43
3. C -0.58
4. C -0.98